[1]
Here is a 10-piece molecular cluster, C49H121F12N9O5P2 overall at a distorted geometry from the OMol25 dataset. Energies are from wB97M-V/def2-TZVPD.

Each line ends with the Mulliken charge.
Positions of all 198 atoms, in Å:
C -0.677 1.248 2.820  -0.204
C -0.610 1.834 4.284  -0.474
C -1.959 1.948 4.961  -0.377
N -2.050 2.352 6.491  0.244
C -1.270 1.346 7.443  -0.749
C -1.995 0.030 7.662  -0.169
C -3.413 0.224 8.185  -0.950
C -4.184 1.275 7.331  -0.289
C -3.453 2.592 7.054  -0.616
C -1.231 3.656 6.616  -1.197
H -1.154 0.268 2.847  0.143
H 0.330 1.050 2.454  -0.196
H -1.258 1.848 2.119  0.166
H -0.137 2.811 4.180  -0.036
H 0.126 1.320 4.903  0.380
H -2.291 0.910 4.960  -0.063
H -2.653 2.600 4.430  0.656
H -0.284 1.131 7.032  0.371
H -1.263 1.867 8.400  0.532
H -2.084 -0.545 6.740  -0.025
H -1.401 -0.500 8.406  0.421
H -3.930 -0.731 8.273  0.417
H -3.348 0.535 9.228  0.354
H -4.552 0.767 6.440  -0.047
H -5.050 1.489 7.956  0.486
H -4.014 3.297 6.440  0.420
H -3.241 3.001 8.042  0.434
H -0.195 3.491 6.320  0.466
H -1.003 3.915 7.650  0.457
H -1.500 4.579 6.104  0.424
C 0.617 5.218 -2.741  -1.482
C 1.282 4.644 -1.455  0.927
C 1.463 5.671 -0.290  -0.937
N 2.267 5.153 0.981  0.238
C 2.258 6.277 2.053  -0.652
C 2.987 5.930 3.346  -0.971
C 2.477 4.654 3.942  -0.522
C 2.317 3.472 2.925  -0.771
C 1.607 3.899 1.624  -0.315
C 3.752 4.824 0.613  -0.870
H 1.313 5.910 -3.214  0.451
H -0.333 5.671 -2.458  0.370
H 0.299 4.422 -3.414  0.324
H 2.252 4.220 -1.715  0.091
H 0.780 3.781 -1.017  -0.403
H 0.499 6.045 0.057  0.363
H 1.981 6.579 -0.600  0.524
H 1.230 6.571 2.264  0.426
H 2.734 7.128 1.567  0.508
H 2.875 6.714 4.095  0.495
H 4.050 6.049 3.136  0.313
H 1.541 4.858 4.462  0.067
H 3.174 4.471 4.760  0.457
H 1.829 2.647 3.445  0.436
H 3.319 3.115 2.685  0.487
H 0.599 4.249 1.844  0.420
H 1.643 3.136 0.846  -0.060
H 4.374 4.674 1.496  0.568
H 4.042 5.747 0.112  0.387
H 3.853 3.911 0.027  0.075
C 5.942 -1.678 0.534  -0.974
N 4.579 -1.681 1.249  0.352
C 4.752 -2.103 2.712  -0.796
C 4.133 -0.213 1.171  -0.927
C 3.547 -2.667 0.575  0.730
C 4.066 -4.066 0.085  0.062
O 4.430 -4.823 1.158  -0.561
H 5.689 -1.453 -0.502  0.429
H 6.399 -2.664 0.614  0.413
H 6.589 -0.874 0.885  0.339
H 3.863 -2.497 3.205  0.264
H 5.277 -1.335 3.280  0.384
H 5.490 -2.903 2.652  0.393
H 4.848 0.462 1.642  0.512
H 3.107 -0.139 1.533  0.416
H 4.112 -0.074 0.090  0.091
H 3.183 -2.088 -0.273  -0.460
H 2.748 -2.729 1.315  -0.047
H 4.910 -3.893 -0.582  0.427
H 3.368 -4.621 -0.542  -0.401
H 4.835 -5.683 1.020  0.370
C 0.115 -4.569 -1.914  -0.425
N 0.599 -5.109 -3.273  0.109
C -0.534 -5.055 -4.281  -0.781
C 1.771 -4.178 -3.648  -0.544
C 1.017 -6.653 -3.158  -0.640
C 1.914 -7.035 -1.909  -0.429
O 3.280 -6.778 -2.086  -0.568
H -0.397 -3.623 -2.086  -0.092
H 1.010 -4.395 -1.315  -0.087
H -0.397 -5.333 -1.328  0.554
H -0.725 -4.010 -4.528  0.169
H -1.338 -5.625 -3.817  0.422
H -0.147 -5.507 -5.195  0.418
H 2.570 -4.491 -2.976  0.273
H 1.539 -3.119 -3.539  0.071
H 2.013 -4.457 -4.674  0.450
H 1.470 -6.921 -4.113  0.476
H 0.132 -7.288 -3.114  0.434
H 1.818 -8.098 -1.687  0.567
H 1.555 -6.635 -0.961  0.227
H 3.706 -7.035 -1.264  0.324
C -2.522 3.395 -5.636  -0.653
N -3.019 2.060 -6.266  -0.096
C -4.342 1.830 -5.503  -0.777
C -3.324 2.357 -7.695  -0.884
C -1.984 0.831 -6.177  -1.233
C -1.790 0.268 -4.799  0.287
O -1.270 1.208 -3.872  1.518
H -1.560 3.616 -6.100  0.351
H -2.494 3.231 -4.559  0.115
H -3.261 4.139 -5.932  0.483
H -5.029 2.617 -5.814  0.461
H -4.218 1.832 -4.420  0.194
H -4.830 0.945 -5.911  0.414
H -2.401 2.547 -8.242  0.368
H -4.104 3.109 -7.815  0.403
H -3.768 1.471 -8.150  0.437
H -1.052 1.122 -6.662  0.352
H -2.397 0.089 -6.859  0.405
H -1.122 -0.589 -4.879  -0.006
H -2.769 -0.114 -4.510  0.256
H -0.599 0.765 -3.348  -0.746
C -2.819 -4.236 4.654  -0.940
N -2.568 -4.887 3.270  0.011
C -1.271 -5.700 3.328  -0.801
C -3.803 -5.896 3.118  -0.815
C -2.530 -3.872 2.044  -0.908
C -1.376 -2.876 2.035  0.181
O -0.123 -3.524 1.801  -0.447
H -2.834 -4.972 5.458  0.390
H -3.767 -3.702 4.594  0.389
H -2.042 -3.475 4.734  0.369
H -1.396 -6.518 4.037  0.467
H -0.360 -5.231 3.702  0.265
H -1.155 -6.027 2.295  0.387
H -3.796 -6.214 2.075  0.347
H -4.637 -5.269 3.431  0.425
H -3.807 -6.659 3.896  0.371
H -3.476 -3.339 2.144  0.329
H -2.556 -4.418 1.101  0.377
H -1.302 -2.375 3.001  0.150
H -1.518 -2.014 1.384  0.294
H 0.541 -3.005 2.261  0.126
C 2.154 0.613 -6.069  -1.105
N 3.672 0.706 -5.688  -0.003
C 4.296 -0.671 -6.137  -0.762
C 4.394 1.877 -6.466  -0.839
C 3.766 0.764 -4.153  0.238
C 5.154 0.789 -3.435  -0.741
O 4.998 1.064 -2.081  -0.320
H 1.696 -0.227 -5.548  0.362
H 2.166 0.519 -7.155  0.544
H 1.812 1.624 -5.848  0.476
H 5.305 -0.759 -5.734  0.349
H 4.271 -0.721 -7.225  0.421
H 3.603 -1.367 -5.666  0.326
H 3.934 2.853 -6.306  0.346
H 4.486 1.447 -7.463  0.368
H 5.398 1.926 -6.045  0.403
H 3.146 -0.066 -3.816  -0.287
H 3.290 1.693 -3.841  0.400
H 5.809 1.496 -3.945  0.253
H 5.684 -0.164 -3.430  0.359
H 4.653 1.938 -1.886  0.150
C -4.819 -0.128 3.369  -0.047
C -5.502 0.778 2.343  -0.724
N -4.763 1.069 1.216  0.399
C -4.187 0.181 0.296  -0.995
C -3.430 0.897 -0.656  -0.985
N -3.554 2.202 -0.328  0.381
C -4.330 2.292 0.769  -0.273
C -2.954 3.279 -1.086  -0.789
H -4.464 -1.070 2.952  0.034
H -5.661 -0.225 4.055  0.470
H -4.035 0.432 3.879  -0.269
H -5.671 1.734 2.840  0.358
H -6.405 0.318 1.943  0.296
H -4.312 -0.889 0.369  0.837
H -2.708 0.658 -1.423  0.934
H -4.569 3.226 1.255  0.492
H -1.889 3.050 -1.072  0.292
H -3.122 4.204 -0.534  0.319
H -3.321 3.461 -2.096  0.149
P -3.725 -2.710 -2.661  1.414
F -4.276 -1.159 -2.513  -0.410
F -5.167 -3.249 -2.323  -0.376
F -4.060 -2.699 -4.230  -0.398
F -3.130 -4.261 -2.663  -0.392
F -2.290 -2.166 -3.163  -0.350
F -3.285 -2.737 -1.163  -0.291
P 0.883 -0.001 -1.233  2.267
F -0.016 1.214 -0.630  -0.607
F -0.483 -0.742 -1.695  -0.648
F 0.952 0.754 -2.716  -0.994
F 1.784 -1.274 -1.848  -0.658
F 2.253 0.805 -0.899  -0.355
F 0.844 -0.699 0.262  -0.503

## Properties
Gap between HOMO and LUMO   9.9415 eV
HOMO level   -21.00 eV
Total charge   +6
DFT total energy   -4687.7175 Eh


[2]
Here is a 2-piece molecular cluster, C3H11N2 overall from the OMol25 dataset. Energies are from wB97M-V/def2-TZVPD.

Each line ends with the Mulliken charge.
Positions of all 16 atoms, in Å:
N 2.662 -0.693 0.225  -0.628
H 3.068 0.156 -0.159  0.373
H 3.285 -1.087 0.931  0.366
H 1.601 -0.418 0.713  0.315
H 2.512 -1.370 -0.518  0.359
C 0.202 -0.059 1.360  -1.527
C -0.517 0.503 0.327  0.447
N -1.498 -0.070 -0.347  -0.153
C -2.286 0.590 -1.384  -0.737
H -0.124 -1.014 1.750  0.352
H 0.673 0.626 2.053  0.428
H -0.252 1.493 -0.040  0.300
H -1.867 -0.934 0.026  0.241
H -3.333 0.612 -1.090  0.299
H -1.925 1.604 -1.516  0.286
H -2.201 0.061 -2.330  0.282

## Properties
Gap between HOMO and LUMO   9.4247 eV
HOMO level   -12.62 eV
Total charge   +1
DFT total energy   -230.1444 Eh


[3]
Here is C43H39HfN6O5S2 as an isolated structure from the OMol25 dataset. Energies are from wB97M-V/def2-TZVPD.

Each line ends with the Mulliken charge.
Positions of all 96 atoms, in Å:
Hf 1.490 -1.790 -0.418  1.618
C -3.113 -0.813 3.324  -0.908
C -1.890 -0.175 3.210  -0.718
C -0.842 -0.755 2.503  0.533
C -0.983 -2.005 1.898  -0.999
C -2.239 -2.623 1.992  -0.215
C -3.279 -2.043 2.697  -0.832
N 0.061 -2.596 1.150  1.307
C 0.174 -3.974 1.271  -0.159
C -0.049 -4.691 2.460  -0.199
C 0.115 -6.055 2.497  -0.728
C 0.499 -6.789 1.362  -0.810
C 0.724 -6.126 0.187  -0.578
C 0.559 -4.734 0.145  0.490
N 0.831 -3.971 -0.978  1.169
N 0.979 -4.511 -2.093  -1.485
C 1.316 -3.569 -3.093  0.046
C 1.401 -4.001 -4.400  -0.467
C 1.760 -3.079 -5.372  -0.280
C 2.030 -1.773 -4.998  -1.083
C 1.933 -1.427 -3.661  0.037
N 1.570 -2.305 -2.723  -0.123
H -3.920 -0.370 3.892  0.458
H -1.733 0.780 3.700  0.495
H 0.099 -0.227 2.426  0.008
H -2.398 -3.573 1.498  0.568
H -4.231 -2.556 2.753  0.401
H -0.338 -4.155 3.354  0.510
H -0.037 -6.574 3.435  0.433
H 0.643 -7.858 1.428  0.422
H 1.056 -6.643 -0.703  0.492
H 1.196 -5.037 -4.624  0.544
H 1.838 -3.382 -6.407  0.437
H 2.331 -1.029 -5.720  0.458
H 2.165 -0.429 -3.316  0.351
O 4.113 -3.847 2.119  -0.662
C 3.658 -2.873 1.597  -0.056
O 2.839 -2.897 0.548  -0.757
C 3.849 -1.464 2.130  0.670
C 2.468 -0.939 2.582  -1.213
C 2.621 0.244 3.521  -0.982
C 3.139 1.340 2.559  -0.516
C 3.122 0.628 1.212  -0.040
O 1.977 -0.286 1.351  0.686
C 4.264 -0.374 1.077  0.084
C 4.333 -0.911 -0.355  -0.291
O 5.335 -1.387 -0.807  -0.658
O 3.184 -0.803 -1.030  -0.457
H 4.545 -1.513 2.963  0.518
H 1.757 -1.704 2.881  0.657
H 3.309 0.018 4.333  0.444
H 1.660 0.514 3.957  0.366
H 4.142 1.686 2.803  0.531
H 2.477 2.205 2.552  -0.151
H 2.967 1.256 0.342  0.422
H 5.234 0.052 1.323  0.672
S -0.916 -0.659 -0.963  -0.137
C -1.015 0.947 -0.497  -0.115
N -2.134 1.465 -0.033  0.644
C -2.156 2.855 0.430  -0.657
C -0.856 3.142 1.133  -1.159
N 0.247 2.890 0.210  0.907
C 1.292 3.920 0.158  -1.225
C 0.749 5.214 -0.398  0.370
C 0.745 6.368 0.373  -0.173
C 0.230 7.553 -0.138  -0.691
C -0.290 7.584 -1.422  -0.438
C -0.290 6.431 -2.198  -0.799
C 0.228 5.251 -1.691  -0.273
C 0.191 1.862 -0.635  -0.141
S 1.293 1.519 -1.813  -0.020
C -3.401 0.705 0.031  -1.429
C -4.155 0.759 -1.275  0.487
C -4.757 1.946 -1.685  -0.306
C -5.437 2.009 -2.891  -0.835
C -5.531 0.879 -3.693  -0.448
C -4.951 -0.311 -3.281  -0.897
C -4.263 -0.371 -2.077  0.038
H -2.992 2.964 1.117  0.612
H -2.302 3.536 -0.413  0.345
H -0.754 2.520 2.026  0.106
H -0.818 4.190 1.426  0.566
H 2.106 3.534 -0.451  0.583
H 1.655 4.074 1.176  0.323
H 1.153 6.346 1.377  0.417
H 0.236 8.449 0.468  0.402
H -0.689 8.506 -1.823  0.397
H -0.686 6.456 -3.205  0.429
H 0.243 4.356 -2.302  0.450
H -3.981 1.155 0.836  0.859
H -3.164 -0.318 0.319  0.270
H -4.713 2.825 -1.051  0.402
H -5.905 2.934 -3.199  0.396
H -6.068 0.924 -4.631  0.407
H -5.037 -1.197 -3.896  0.414
H -3.814 -1.301 -1.752  0.460

## Properties
Gap between HOMO and LUMO   5.7425 eV
HOMO level   -9.83 eV
Total charge   +1
DFT total energy   -3211.1483 Eh